Here is 2 unconnected molecules or ions with the total composition C4H11O in a non-equilibrium geometry from the Open Molecules 2025 dataset. Energies are from the ωB97M-V functional and the def2-TZVPD basis.

Summary:
ΔE to the lowest compared entry with this formula, charge and spin: 9.0 kcal/mol
HOMO-LUMO gap: 5.859 eV
Total charge: -1
Largest force on an atom: 1.53 eV/Å

Cartesian coordinates (Å):
C (-1.84417, 0.67579, 1.68603)
O (-2.75550, 0.33136, 0.77995)
H (-1.10462, -0.11528, 1.98120)
H (-2.22113, 0.94528, 2.73461)
H (-1.27277, 1.61302, 1.44669)
C (1.19577, 0.23829, 0.29830)
C (0.21380, -0.51880, -0.59881)
C (0.88971, -0.70624, -1.95333)
H (1.35769, 1.24345, -0.09318)
H (0.79018, 0.34026, 1.30185)
H (2.17850, -0.24096, 0.33622)
H (-0.08630, -1.50572, -0.25685)
H (-0.66806, 0.11401, -0.67075)
H (1.73656, -1.38482, -1.82746)
H (1.31813, 0.16690, -2.45164)
H (0.27221, -1.19655, -2.71283)